1.
Density functional theory data (the ωB97M-V functional and the def2-TZVPD basis) for a molecular structure, C6H12AuN2PS.

Results
- HOMO level (spin up / spin down): -3.76 / -7.73 eV
- Spin multiplicity: 3
- <S²>: 2.011
- Frontier orbital gap (spin up / spin down): 4.50 / 7.03 eV

Geometry as XYZ:
```
23
Properties=species:S:1:pos:R:3:forces:R:3
C 1.017 -1.575 0.035 1.7 -0.3 -0.9
C 0.549 -1.670 -1.336 -0.5 -1.7 -1.1
C -0.920 -1.808 -1.334 0.3 -2.2 0.0
C -1.303 -1.722 0.051 0.2 -1.1 0.3
C -0.071 -1.488 0.821 -1.8 -1.2 1.7
Au -0.510 0.140 -0.928 -0.1 6.1 -0.1
P 0.963 2.086 -0.843 0.5 -0.6 -0.7
H 2.058 -1.437 0.386 -0.8 -0.1 -0.5
H 1.107 -1.960 -2.220 0.2 0.5 0.2
H -1.596 -1.962 -2.207 0.9 -0.3 0.9
H -0.015 -1.183 1.861 -0.1 -0.5 -0.1
H -2.278 -2.066 0.427 0.5 0.9 -0.1
H 0.346 3.353 -0.846 0.5 -0.2 -0.1
H 1.928 2.168 -1.903 -0.1 0.3 0.5
H 1.818 2.072 0.302 -0.1 0.4 -0.3
N -0.802 0.924 2.809 0.2 -2.3 2.2
C -0.696 1.941 1.966 -1.3 0.1 -2.7
N 0.084 2.965 2.309 1.8 2.1 0.7
S -1.577 1.973 0.479 -1.2 0.0 0.2
H -0.603 0.985 3.802 -0.1 0.2 -0.3
H -1.309 0.110 2.529 -0.3 0.1 0.0
H 0.257 3.713 1.666 -0.2 0.0 0.1
H 0.561 3.023 3.191 0.0 -0.1 0.0
```
Positions in Å, forces in eV/Å.

2.
Density functional theory data (the ωB97M-V functional and the def2-TZVPD basis) for a single C5H11NO molecule.

Results
- Structure (SMILES): CNC(=O)C(C)C
- HOMO level: -9.60 eV
- Spin multiplicity: 1
- Frontier orbital gap: 10.48 eV

Geometry as XYZ:
```
18
Properties=species:S:1:pos:R:3:forces:R:3
C -0.842 2.706 0.336 -0.1 0.2 0.1
N -0.225 1.543 -0.260 0.0 -0.1 0.0
C -0.194 0.358 0.408 0.0 0.0 0.0
O -0.518 0.271 1.583 0.1 0.0 -0.3
C 0.255 -0.845 -0.414 0.0 -0.1 0.0
C 1.701 -1.215 -0.074 0.1 0.0 0.0
C -0.704 -2.005 -0.145 -0.1 -0.1 0.0
H -1.883 2.497 0.602 0.1 0.1 0.0
H -0.813 3.527 -0.382 0.0 -0.1 0.1
H -0.318 3.004 1.245 0.0 0.0 -0.1
H -0.016 1.553 -1.243 -0.1 -0.1 0.1
H 0.204 -0.579 -1.479 0.0 0.0 0.1
H 1.787 -1.481 0.984 0.0 0.0 -0.1
H 2.384 -0.382 -0.274 -0.1 -0.1 0.0
H 2.024 -2.073 -0.675 -0.1 0.1 0.1
H -0.425 -2.885 -0.734 0.0 0.1 0.1
H -0.682 -2.263 0.918 0.0 0.0 -0.2
H -1.735 -1.733 -0.398 0.2 -0.1 0.0
```
Positions in Å, forces in eV/Å.

3.
Density functional theory data (the ωB97M-V functional and the def2-TZVPD basis) for a molecular structure, C10H15Br2N4O2PtS.

Results
- HOMO level: -12.33 eV
- Charge: +1
- Spin multiplicity: 1
- Frontier orbital gap: 7.65 eV

Geometry as XYZ:
```
35
Properties=species:S:1:pos:R:3:forces:R:3
Pt -0.363 -0.636 -0.646 0.3 -0.1 -0.5
Br 1.075 -1.127 3.020 0.0 0.0 -0.1
C 2.271 -0.039 1.973 -0.1 0.0 0.1
Br 2.766 -0.872 0.295 -0.1 0.0 0.0
H 3.181 0.092 2.542 0.0 0.0 0.0
H 1.763 0.889 1.742 0.0 0.0 0.0
N 0.658 0.625 -2.106 0.2 0.1 0.1
N 0.533 1.972 -1.654 -0.1 -0.2 0.1
C -0.139 2.185 -0.419 0.0 0.0 0.0
O -0.486 3.295 -0.133 0.0 0.0 0.0
O -0.244 1.115 0.348 -0.4 0.0 0.0
H 1.649 0.416 -2.201 0.0 0.0 0.0
H 0.236 0.524 -3.025 -0.1 -0.1 0.0
H 0.245 2.622 -2.371 0.1 0.1 0.0
N 0.118 -3.766 0.491 -0.1 0.0 0.1
C -0.197 -3.903 -0.785 0.1 0.1 0.0
S -0.192 -2.570 -1.894 -0.2 -0.1 0.0
N -0.506 -5.094 -1.285 0.1 0.0 -0.1
C -0.354 -6.365 -0.638 -0.1 0.0 0.0
C 0.822 -6.695 0.022 0.0 0.0 0.0
C 0.932 -7.943 0.619 0.0 0.0 0.0
C -0.110 -8.854 0.538 0.0 0.0 0.0
C -1.271 -8.521 -0.145 0.0 0.0 0.0
C -1.400 -7.272 -0.732 0.0 0.0 0.1
H 0.377 -2.860 0.855 0.1 0.0 0.0
H 0.069 -4.552 1.123 0.0 0.0 0.0
H -0.879 -5.092 -2.223 0.1 0.0 0.0
H 1.657 -6.007 0.043 0.0 0.0 0.0
H 1.847 -8.207 1.132 0.0 0.0 0.0
H -0.014 -9.827 1.000 0.0 0.0 0.0
H -2.082 -9.232 -0.219 0.0 0.0 0.0
H -2.308 -7.001 -1.256 0.0 0.0 0.0
C -1.901 -1.273 0.128 -0.1 0.2 0.4
H -2.346 -2.257 -0.023 0.0 0.1 -0.1
H -2.548 -0.569 0.657 0.1 0.0 0.1
```
Positions in Å, forces in eV/Å.

Relative energy (zero: lowest compared OMol25 entry of this formula, charge and spin) per entry: 0.0; 2.0; 15.2 kcal/mol